C24H28ClNO3 in the gas phase, computed with ωB97M-V with the def2-TZVPD basis set.

Results
Total charge   0
SMILES string   CCc1cccc(CC)c1NC(=O)COC(=O)C1(c2ccc(Cl)cc2)CCCC1
HOMO level   -8.916 eV
Calculated total energy   -1672.07214 hartree
ΔE to the lowest compared entry with this formula, charge and spin   0.0 kcal per mole

Cartesian coordinates (Å):
1 Cl -1.602 4.259 0.544
2 O 2.141 -1.815 1.142
3 O -1.427 -3.477 -0.323
4 O 1.403 -1.346 -0.922
5 N -1.242 -1.215 -0.432
6 C -0.781 -2.475 -0.530
7 C -1.193 -0.931 2.769
8 C 1.110 1.464 1.372
9 C -5.173 -0.074 0.469
10 C -4.649 0.154 -0.789
11 C -2.584 -0.861 -0.115
12 C -2.310 -1.817 2.221
13 C -4.409 -0.720 1.422
14 C 0.076 2.372 1.499
15 C 0.690 -2.576 -0.960
16 C 3.899 0.364 1.206
17 C 3.701 0.264 -1.219
18 C 1.362 2.044 -0.935
19 C -3.357 -0.244 -1.100
20 C 2.122 -1.093 0.184
21 C 1.766 1.285 0.156
22 C 4.969 -0.473 -0.806
23 C -2.820 -0.006 -2.485
24 C -2.171 1.373 -2.599
25 C -3.108 -1.127 1.152
26 C 2.860 0.244 0.067
27 C 5.275 0.128 0.564
28 C -0.304 3.128 0.401
29 C 0.343 2.974 -0.814
30 H -1.885 -2.739 1.823
31 H -6.179 0.239 0.702
32 H 1.176 -3.311 -0.309
33 H 3.189 -0.198 -2.060
34 H 3.845 1.347 1.671
35 H -0.430 2.495 2.443
36 H -1.602 0.003 3.150
37 H -0.642 -0.468 -0.756
38 H 3.952 1.296 -1.471
39 H 5.799 1.076 0.438
40 H -2.892 2.150 -2.356
41 H 4.767 -1.542 -0.713
42 H 1.836 1.919 -1.895
43 H -1.808 1.541 -3.610
44 H 1.410 0.881 2.229
45 H 5.900 -0.526 1.170
46 H -4.826 -0.915 2.400
47 H -5.250 0.636 -1.547
48 H -2.981 -2.088 3.039
49 H 3.688 -0.388 1.966
50 H -2.094 -0.779 -2.746
51 H -0.675 -1.440 3.578
52 H -0.467 -0.698 1.995
53 H -1.334 1.465 -1.910
54 H 5.784 -0.335 -1.516
55 H 0.725 -2.930 -1.994
56 H -3.645 -0.069 -3.198
57 H 0.050 3.575 -1.660

Force components x, y, z for each atom (eV/Å):
-0.13 0.12 0.01
-0.09 -0.16 0.02
-0.05 -0.25 -0.04
-0.13 0.08 -0.39
-0.05 0.54 -0.01
0.62 0.04 -0.16
-0.08 -0.13 0.02
0.02 0.08 -0.15
-0.04 0.05 -0.04
0.00 0.01 0.07
-0.36 0.00 0.01
0.18 0.08 0.02
0.04 -0.01 -0.02
-0.06 0.06 -0.02
-0.15 -0.64 0.17
0.05 -0.05 0.17
0.02 -0.19 -0.02
0.02 -0.03 0.12
0.07 -0.16 -0.08
0.29 0.12 0.26
-0.11 0.15 -0.01
0.06 0.18 -0.03
0.01 0.15 0.02
-0.04 -0.22 -0.09
-0.03 -0.07 0.04
-0.07 -0.05 -0.01
0.05 -0.12 0.00
0.20 -0.14 -0.07
-0.05 0.13 0.12
-0.07 -0.02 0.07
-0.09 0.02 0.02
-0.17 0.12 -0.15
-0.01 0.13 -0.07
-0.05 -0.02 0.01
-0.08 0.03 0.09
0.00 0.12 0.06
0.07 -0.13 0.09
-0.03 0.06 -0.02
0.05 0.00 0.00
-0.03 0.12 0.05
0.02 -0.09 -0.03
0.09 -0.02 -0.11
0.09 0.08 -0.09
0.02 -0.09 0.12
0.08 0.05 0.04
-0.02 -0.05 0.11
-0.07 0.05 -0.10
-0.02 -0.04 -0.06
-0.01 0.12 0.02
-0.09 -0.01 -0.05
0.11 0.00 0.09
0.06 0.03 -0.01
0.03 0.04 0.02
0.01 -0.09 -0.04
-0.03 0.08 0.13
0.03 -0.08 0.01
-0.07 0.05 -0.07